No. 1
{
  "formula": "C4H6ClFS",
  "method": "ωB97M-V with the def2-TZVPD basis set",
  "symbols": ["C", "C", "C", "C", "H", "H", "H", "H", "H", "H", "F", "S", "Cl"],
  "coordinates": [[-0.6453, -1.9259, 0.4412], [-0.2628, 0.7146, -0.2601], [-0.7847, 1.9702, -0.4027], [1.1349, 0.6892, 0.0190], [0.6341, -1.3099, 0.6854], [-0.3550, -3.3359, -0.2131], [-1.6773, -2.0450, 1.5629], [-0.0722, 2.7898, -0.4419], [-1.8809, 2.0914, -0.7890], [1.4951, 1.6698, -0.2490], [1.4349, 0.2002, 1.1444], [-1.2275, -0.7866, -0.6339], [2.2067, -0.7220, -0.8632]],
  "forces_ev_per_a": [[2.753, -3.183, 3.464], [-3.303, 0.516, -1.431], [-1.397, -1.947, -1.490], [1.515, -0.942, -3.870], [-4.425, -3.526, 0.086], [-0.989, 4.293, 2.030], [3.592, -0.036, -3.088], [-0.498, 0.196, 0.158], [2.179, 0.007, 1.195], [1.235, 0.007, 0.300], [0.813, 0.457, 5.992], [-0.836, 2.795, -1.988], [-0.638, 1.363, -1.358]],
  "homo_energy_ev": -8.55,
  "orbital_gap_ev": 8.45,
  "multiplicity": 1,
  "de_lowest_kcal_mol": 165.1,
  "total_charge": 0
}



No. 2
{
  "formula": "C4H6ClIN3O2",
  "method": "ωB97M-V with the def2-TZVPD basis set",
  "symbols": ["C", "C", "C", "C", "N", "N", "N", "O", "O", "Cl", "I", "H", "H", "H", "H", "H", "H"],
  "coordinates": [[1.4916, -2.4188, -0.7003], [1.6333, -1.2804, -0.0334], [0.5808, -0.3447, 0.5568], [-1.8475, -0.0585, -0.3690], [-0.5073, -0.2734, -0.4732], [-2.8665, -0.9742, -0.5931], [-2.6580, -2.2963, -0.9295], [0.5003, 0.1944, 1.5789], [-2.1976, 1.1580, 0.0952], [3.2037, -0.5901, 0.1608], [-4.8431, -0.2616, 0.0571], [2.2880, -2.9265, -1.1719], [0.5826, -3.0317, -0.6992], [-0.3730, -1.0712, -1.1152], [-1.4523, 1.7161, 0.2857], [-3.4592, -2.8260, -0.4840], [-2.5924, -2.4461, -1.9322]],
  "forces_ev_per_a": [[-1.542, -0.263, 0.774], [0.822, 0.724, 0.127], [-1.154, -1.995, -2.472], [-0.640, 0.092, 1.523], [-0.519, -2.142, -1.430], [3.548, 2.819, -0.332], [-0.165, -0.788, 1.024], [0.243, 1.153, 1.644], [-1.213, -2.434, -0.779], [0.063, 0.124, 0.008], [-2.632, 0.625, 0.707], [1.093, -0.153, -0.169], [-0.108, 0.712, -0.084], [0.193, 0.562, 0.384], [1.007, 0.365, 0.054], [1.367, 0.555, -1.033], [-0.364, 0.044, 0.054]],
  "homo_energy_ev": [-12.08, -13.57],
  "orbital_gap_ev": [8.19, 5.89],
  "multiplicity": 3,
  "total_charge": 1
}



No. 3
{
  "formula": "C4H6ClMoN2O7",
  "method": "ωB97M-V with the def2-TZVPD basis set",
  "symbols": ["Mo", "N", "C", "C", "O", "N", "C", "C", "O", "O", "H", "H", "H", "H", "H", "H", "O", "Cl", "O", "O", "O"],
  "coordinates": [[-0.2303, 0.0348, 0.9128], [0.0671, 2.0482, 0.1738], [1.1508, 2.0401, -0.8802], [2.2470, 1.0918, -0.4637], [3.3726, 0.9997, -0.6358], [1.5501, -0.0583, 0.6060], [2.4333, -0.5831, 1.6799], [1.8401, -0.1726, 3.0372], [2.1776, -0.0170, 4.0995], [0.1624, 0.0690, 2.6683], [-0.7926, 2.4169, -0.2544], [0.3053, 2.6978, 0.9335], [1.5603, 3.0421, -1.0294], [0.7337, 1.6846, -1.8288], [3.4649, -0.2309, 1.5958], [2.4119, -1.6812, 1.6832], [-1.4541, -1.5775, 1.1300], [-2.4243, -1.3531, -0.1363], [-2.2866, -2.3833, -1.0539], [-3.6659, -0.8839, 0.2706], [-1.4966, -0.0800, -0.6144]],
  "forces_ev_per_a": [[1.432, -0.337, 3.396], [-0.082, -0.139, -0.219], [-0.404, -0.089, 0.249], [0.512, 0.418, -0.379], [-0.088, -0.075, 0.048], [-0.745, -0.664, 0.480], [-0.585, 0.025, -0.299], [1.197, -0.107, 0.077], [-0.306, 0.026, 0.087], [-1.755, 0.100, -3.070], [-0.003, 0.091, 0.015], [0.017, 0.083, -0.036], [0.112, -0.006, -0.041], [0.065, 0.007, -0.068], [0.036, 0.037, -0.042], [0.173, -0.015, -0.064], [0.000, 0.640, -0.680], [0.397, 0.157, -0.196], [-0.034, 0.521, 0.547], [0.674, -0.310, -0.122], [-0.612, -0.364, 0.316]],
  "homo_energy_ev": -24.73,
  "orbital_gap_ev": 8.13,
  "multiplicity": 1,
  "de_lowest_kcal_mol": 33.5,
  "total_charge": 3
}



No. 4
{
  "formula": "C4H6ClN",
  "method": "ωB97M-V with the def2-TZVPD basis set",
  "symbols": ["C", "C", "C", "C", "N", "Cl", "H", "H", "H", "H", "H", "H"],
  "coordinates": [[-0.0439, 0.8390, 2.1707], [-1.6020, 0.2367, 0.0815], [-0.3727, -0.4865, 0.2715], [0.4350, -0.2910, -1.0600], [0.4629, 0.1800, 1.3159], [-2.6412, -0.1572, -1.1963], [0.5245, 1.3608, 3.0289], [-2.1540, 0.8287, 0.7840], [-0.2832, -1.5140, 0.5038], [-0.2398, -0.5819, -1.7936], [1.3591, -1.0021, -1.1478], [0.6765, 0.7025, -1.2211]],
  "forces_ev_per_a": [[0.190, 2.337, 3.614], [-2.044, -0.025, 0.161], [3.446, 1.949, -1.177], [1.423, -3.388, 1.356], [0.242, -1.635, -1.667], [-0.309, -0.306, -0.610], [-0.801, -0.630, -1.153], [0.506, 0.173, 0.566], [-0.876, -1.295, 0.331], [-0.901, -0.598, -1.746], [-1.570, 1.481, 0.410], [0.696, 1.937, -0.083]],
  "homo_energy_ev": [-8.20, -7.96],
  "orbital_gap_ev": [8.03, 7.83],
  "multiplicity": 1,
  "de_lowest_kcal_mol": 101.5,
  "total_charge": 0
}



No. 5
{
  "formula": "C4H6ClN",
  "method": "ωB97M-V with the def2-TZVPD basis set",
  "symbols": ["C", "C", "C", "C", "N", "H", "H", "H", "H", "H", "Cl", "H"],
  "coordinates": [[-1.3672, 1.2145, -0.3549], [-0.6730, 0.0433, -0.1309], [-1.3668, -1.3640, 0.1295], [0.7370, 0.0006, -0.0199], [1.8733, 0.0258, 0.0531], [-2.3615, 1.3809, -0.3183], [-0.8958, 2.1921, -0.3952], [-1.1713, -1.6259, 1.2671], [-0.8549, -2.1822, -0.4695], [-2.3943, -1.2198, 0.0545], [4.9190, 0.8721, -0.0245], [3.5554, 0.6626, 0.2089]],
  "forces_ev_per_a": [[4.608, -1.503, 0.882], [-3.134, 0.092, -0.063], [3.623, 0.548, 2.016], [-0.484, 0.759, -0.346], [0.985, -0.106, 0.239], [-3.398, -0.623, -0.085], [0.731, -0.353, -0.222], [-0.251, 0.466, -2.220], [-1.102, 1.067, 0.527], [-1.751, -0.280, -0.652], [-1.938, -0.186, 0.426], [2.110, 0.119, -0.503]],
  "homo_energy_ev": -10.53,
  "orbital_gap_ev": 10.35,
  "smiles": "C=C(C)C#N.Cl",
  "multiplicity": 1,
  "de_lowest_kcal_mol": 25.9,
  "total_charge": 0
}



No. 6
{
  "formula": "C4H6ClN2",
  "method": "ωB97M-V with the def2-TZVPD basis set",
  "symbols": ["C", "N", "C", "N", "C", "Cl", "C", "H", "H", "H", "H", "H", "H"],
  "coordinates": [[0.5223, -1.2732, 1.3671], [0.1199, -0.2500, 0.3896], [0.0072, -0.5665, -0.8733], [-0.4891, 0.4604, -1.6371], [-0.6378, 1.5818, -0.9144], [-1.0608, 3.0730, -1.4475], [-0.2072, 0.9951, 0.6616], [1.5350, -0.9559, 1.7561], [-0.1489, -1.3292, 2.3537], [0.6095, -2.3007, 0.8653], [0.1056, -1.5672, -1.3131], [-0.3695, 0.4374, -2.6662], [0.0140, 1.6950, 1.4581]],
  "forces_ev_per_a": [[0.809, -1.034, 2.450], [-0.110, -1.033, 0.773], [-0.906, -1.094, -2.610], [1.400, -0.047, 0.231], [1.854, -3.117, 6.088], [-0.213, 0.559, -0.257], [-1.933, 4.425, -5.912], [-0.994, -0.553, -0.533], [1.042, 0.262, -2.657], [-0.271, 1.719, 0.767], [0.084, 0.613, 0.564], [-0.607, 0.019, 0.848], [-0.157, -0.719, 0.247]],
  "homo_energy_ev": -13.09,
  "orbital_gap_ev": 9.42,
  "smiles": "C[n+]1c[nH]c(Cl)c1",
  "multiplicity": 1,
  "de_lowest_kcal_mol": 38.2,
  "total_charge": 1
}



No. 7
{
  "formula": "C4H6ClN2",
  "method": "ωB97M-V with the def2-TZVPD basis set",
  "symbols": ["C", "C", "C", "C", "N", "N", "Cl", "H", "H", "H", "H", "H", "H"],
  "coordinates": [[-1.0721, 0.4615, 1.6051], [-1.3198, 0.2547, 0.3047], [0.8226, 0.2599, 0.5416], [0.5869, -0.5947, -2.0837], [0.2862, 0.4032, 1.7896], [-0.1655, 0.0542, -0.3272], [1.6817, -1.8844, -1.9271], [-1.7733, 0.7362, 2.3931], [-2.1938, 0.2262, -0.2119], [1.7773, -0.1093, 0.4122], [0.8482, 0.3928, -2.4714], [-0.2924, -0.9940, -2.5920], [0.8141, 0.7935, 2.5668]],
  "forces_ev_per_a": [[-0.543, 0.763, 1.752], [0.086, -0.358, 0.411], [-2.035, -1.265, 1.145], [-2.100, 0.238, 0.683], [0.215, 1.048, -1.558], [4.222, -0.606, -2.215], [0.005, 0.958, 0.494], [0.392, -0.239, -0.259], [-2.459, -0.074, -1.060], [2.078, -0.023, -0.449], [0.631, -0.381, 0.507], [-0.194, 0.390, 0.563], [-0.299, -0.450, -0.014]],
  "homo_energy_ev": -14.12,
  "orbital_gap_ev": 9.28,
  "multiplicity": 1,
  "de_lowest_kcal_mol": 32.5,
  "total_charge": 1
}



No. 8
{
  "formula": "C4H6ClN2O",
  "method": "ωB97M-V with the def2-TZVPD basis set",
  "symbols": ["O", "C", "N", "C", "N", "C", "C", "Cl", "H", "H", "H", "H", "H", "H"],
  "coordinates": [[-1.1641, 2.0448, -0.9941], [-0.8532, 0.7895, -0.4765], [-0.2756, 0.9328, 0.8391], [0.4284, -0.0974, 1.1981], [0.7547, -0.8102, 0.1605], [-0.0326, -0.3431, -0.9309], [-1.5716, -0.4437, -0.6374], [-2.0886, -1.2831, 0.7233], [-1.2769, 2.0504, -1.9877], [-0.5102, 1.7906, 1.3830], [0.4959, -0.4094, 2.2366], [1.4241, -1.5233, -0.2341], [0.2646, -0.5306, -1.9306], [-2.0621, -0.6135, -1.5215]],
  "forces_ev_per_a": [[0.262, -0.664, -1.189], [0.775, 3.262, 0.452], [-2.029, 2.705, 0.489], [0.631, -0.634, 1.545], [0.879, -1.280, -3.561], [-0.695, -1.203, -0.645], [1.522, -0.248, 0.626], [-0.994, -1.037, 0.927], [0.181, -0.197, 1.631], [0.134, -1.413, -0.153], [0.979, 0.385, -0.102], [-0.666, 0.711, 2.433], [0.421, -0.170, -0.600], [-1.399, -0.218, -1.851]],
  "homo_energy_ev": -14.37,
  "orbital_gap_ev": 10.39,
  "smiles": "O[C@]12[NH+]=CN[C@H]1[C@H]2Cl",
  "multiplicity": 1,
  "de_lowest_kcal_mol": 39.8,
  "total_charge": 1
}



| no. | largest force on an atom (hartree/bohr) | electronic energy (eV) |
| --- | --- | --- |
| 1 | 0.1179 | -30313.0527 |
| 2 | 0.0884 | -33421.9837 |
| 3 | 0.0720 | -35890.7985 |
| 4 | 0.0838 | -18253.0412 |
| 5 | 0.0958 | -18256.3175 |
| 6 | 0.1484 | -19739.0081 |
| 7 | 0.0935 | -19739.2574 |
| 8 | 0.0755 | -21786.6226 |